Record 1
C48H42CsFN8O5S | ωB97M-V/def2-TZVPD

Each line ends with the Löwdin charge.
Atoms and positions in Å:
Cs (-1.19824, 1.88840, 0.03630)  1.0913
O (-2.63128, 6.72669, -1.13215)  0.0093
C (-2.48233, 5.50329, -1.14153)  -0.4721
N (-1.33732, 4.80000, -1.16516)  0.0879
C (-0.22603, 5.36159, -1.67241)  -0.4883
O (-0.12235, 6.17533, -2.59013)  0.0169
C (1.08780, 4.91398, -1.02606)  -0.1852
C (2.09130, 5.87579, -0.90803)  -0.0146
C (3.26630, 5.54310, -0.26169)  -0.0808
C (3.41748, 4.25701, 0.23899)  -0.0770
C (2.37843, 3.36140, 0.05152)  -0.1553
N (1.24148, 3.67355, -0.56696)  0.0503
C (-3.76809, 4.67043, -1.04094)  -0.1930
C (-4.98746, 5.33542, -1.16005)  -0.0188
C (-6.15698, 4.59771, -1.12203)  -0.0841
C (-6.08340, 3.22212, -0.95079)  -0.0697
C (-4.82931, 2.64617, -0.82131)  -0.1384
N (-3.70199, 3.35364, -0.86975)  0.0243
H (1.91219, 6.85691, -1.32387)  0.1101
H (4.05326, 6.27845, -0.13777)  0.0953
H (4.31048, 3.95281, 0.76928)  0.0953
H (2.45215, 2.34573, 0.42951)  0.0996
H (-4.97261, 6.40863, -1.28322)  0.1046
H (-7.11888, 5.08807, -1.22321)  0.0934
H (-6.97012, 2.60259, -0.91449)  0.0964
H (-4.71294, 1.57473, -0.68266)  0.0919
C (4.61429, -0.63626, 4.99485)  -0.0515
C (3.90091, -1.92451, 4.60558)  -0.3255
C (4.90434, -2.93948, 4.07412)  -0.1606
C (4.21524, -4.25088, 3.74167)  -0.1441
C (3.06097, -4.00488, 2.80733)  -0.1482
C (2.59056, -5.00755, 1.98342)  0.0301
C (1.53225, -4.76306, 1.12218)  -0.2671
F (1.09914, -5.78765, 0.34729)  0.0423
C (0.94615, -3.53250, 1.02904)  0.0737
C (1.40544, -2.50642, 1.85659)  -0.0299
C (0.76420, -1.16619, 1.72107)  -0.3162
O (0.06797, -0.93669, 0.74516)  -0.0050
C (1.07837, -0.24975, 2.80700)  -0.0185
C (2.10955, -0.55634, 3.62290)  0.0072
N (2.86137, -1.69920, 3.59317)  0.0073
C (2.44936, -2.73880, 2.75973)  -0.0836
C (0.33482, 1.07074, 3.10888)  -0.6874
O (0.92273, 1.85333, 3.88008)  -0.0457
O (-0.78070, 1.19235, 2.55886)  -0.2924
H (5.46653, -0.88641, 5.62900)  0.0761
H (3.98144, 0.05309, 5.54854)  0.0750
H (4.98123, -0.12204, 4.10476)  0.0963
H (3.42994, -2.35335, 5.50215)  0.1537
H (5.68372, -3.08690, 4.82456)  0.1126
H (5.37815, -2.52639, 3.17794)  0.1318
H (3.85931, -4.71723, 4.66708)  0.1203
H (4.91513, -4.95319, 3.28374)  0.1132
H (3.04602, -5.99091, 2.00059)  0.1218
H (0.15209, -3.31889, 0.32461)  0.1228
H (2.36337, 0.19004, 4.36142)  0.1157
C (3.64870, 0.66965, -1.95752)  -0.0797
C (2.59165, -0.05779, -1.12516)  -0.2108
C (2.25979, -1.43649, -1.64100)  -0.1693
C (3.17666, -2.46698, -1.43539)  -0.0613
C (2.91119, -3.76304, -1.83587)  -0.1097
C (1.68192, -4.05468, -2.41523)  -0.0648
C (0.73379, -3.06429, -2.61616)  -0.1779
C (-0.64851, -3.40379, -3.11357)  -0.1984
C (-1.64655, -3.46404, -1.95283)  -0.0873
C (1.04401, -1.73426, -2.27313)  -0.1783
N (0.04757, -0.77525, -2.51682)  0.1383
C (0.31565, 0.23706, -3.24048)  -0.0930
C (-0.63388, 1.26637, -3.56925)  -0.2970
C (-0.35453, 2.53712, -4.05537)  -0.0510
C (-1.57282, 3.23544, -4.12798)  -0.0914
C (-2.55063, 2.35899, -3.69548)  -0.1298
N (-1.98227, 1.18258, -3.35183)  0.0780
H (3.89852, 1.63594, -1.51600)  0.0541
H (3.30415, 0.85057, -2.97651)  0.0627
H (4.56320, 0.07441, -2.02282)  0.0676
H (1.67579, 0.52914, -1.06209)  0.0796
H (2.96791, -0.15829, -0.10106)  0.1109
H (4.10856, -2.23816, -0.92600)  0.1091
H (3.63376, -4.55101, -1.65754)  0.0934
H (1.43842, -5.07644, -2.68691)  0.1055
H (-0.61117, -4.36582, -3.63452)  0.0991
H (-0.98681, -2.65279, -3.82873)  0.1028
H (-1.37432, -4.26089, -1.25473)  0.0674
H (-2.65875, -3.65442, -2.31411)  0.0676
H (-1.66475, -2.51285, -1.41787)  0.0568
H (1.31611, 0.39075, -3.66386)  0.1238
H (0.63140, 2.91994, -4.27204)  0.1030
H (-1.71210, 4.27127, -4.39065)  0.0945
H (-3.61234, 2.49890, -3.57779)  0.1079
N (-3.93347, -0.71150, -2.68535)  0.0035
C (-4.17121, -0.98801, -1.43261)  -0.7832
N (-3.39324, -0.71527, -0.39656)  0.0369
C (-3.93131, -1.15134, 0.78716)  -0.3377
C (-3.31779, -0.99837, 2.03459)  -0.0170
C (-3.95840, -1.46098, 3.17303)  -0.1081
C (-5.20263, -2.08685, 3.10198)  -0.1424
C (-5.82443, -2.25271, 1.86841)  -0.1386
C (-5.19120, -1.78664, 0.72985)  -0.5212
S (-5.71395, -1.83952, -0.93222)  0.9431
H (-2.55023, 0.35015, -3.07495)  0.0817
H (-4.68820, -1.02227, -3.28411)  0.0119
H (-2.34943, -0.51381, 2.08286)  0.0769
H (-3.47861, -1.32827, 4.13594)  0.0929
H (-5.68844, -2.44210, 4.00324)  0.0781
H (-6.79218, -2.73699, 1.80042)  0.0882

Properties
Net charge ... -2
HOMO ... -2.1 eV
Frontier orbital gap ... 5.6 eV
Calculated total energy ... -3187.02210 hartree
ΔE to the lowest compared entry with this formula, charge and spin ... 0.307 eV
Multiplicity ... 1

Record 2
C48H42IN5P2S2Tb | ωB97M-V/def2-TZVPD

Each line ends with the Löwdin spin population.
Atoms and positions in Å:
Tb (10.55562, 11.38735, 14.72324)  6.1397
C (7.82238, 11.71718, 16.99624)  0.0003
N (7.92896, 11.83830, 15.47527)  0.0015
C (7.09398, 10.69557, 14.94769)  0.0003
C (7.79235, 9.88302, 13.89440)  0.0010
C (7.05662, 8.84900, 13.31114)  -0.0004
C (7.66939, 7.98959, 12.43921)  0.0009
C (9.00600, 8.23339, 12.06266)  -0.0007
C (9.61006, 9.35267, 12.52789)  0.0007
N (9.07591, 10.12741, 13.52047)  -0.0088
C (7.24659, 13.08617, 15.08526)  0.0001
C (8.15845, 14.22700, 15.40256)  0.0001
C (7.60797, 15.45251, 15.83822)  -0.0001
C (8.41870, 16.57428, 15.82615)  0.0003
C (9.78187, 16.37808, 15.49334)  -0.0002
C (10.26975, 15.08501, 15.21692)  0.0002
N (9.49110, 14.00370, 15.25901)  -0.0018
C (8.57753, 10.51954, 17.50918)  0.0006
C (8.54951, 10.11128, 18.82842)  0.0000
C (9.28600, 9.01363, 19.23854)  0.0003
C (9.96335, 8.25687, 18.24600)  0.0000
C (9.89860, 8.74580, 16.97224)  0.0007
N (9.34105, 9.86988, 16.58607)  0.0018
H (6.76508, 11.55501, 17.21149)  0.0000
H (8.20447, 12.64399, 17.49146)  0.0000
H (6.15545, 11.09779, 14.48676)  0.0001
H (6.80294, 10.00277, 15.76452)  0.0000
H (5.99346, 8.69053, 13.59994)  0.0000
H (7.11679, 7.13603, 12.08120)  0.0001
H (9.45477, 7.58769, 11.32662)  -0.0001
H (10.50138, 9.81136, 12.14055)  0.0001
H (6.26209, 13.21805, 15.51170)  0.0000
H (7.16872, 13.03539, 13.96424)  -0.0001
H (6.54532, 15.45864, 16.16170)  0.0000
H (7.96300, 17.58794, 15.93229)  0.0000
H (10.42151, 17.24545, 15.50764)  0.0000
H (11.28484, 14.91574, 14.84380)  0.0000
H (8.01063, 10.72464, 19.54503)  0.0000
H (9.37905, 8.76019, 20.31946)  0.0000
H (10.67386, 7.42237, 18.49843)  0.0000
H (10.39673, 8.17523, 16.20193)  0.0000
S (12.70394, 9.33899, 14.73438)  -0.0082
P (13.66637, 10.67862, 13.43540)  -0.0145
C (12.37916, 11.77902, 12.99578)  -0.0868
P (11.67210, 12.77048, 11.74267)  -0.0126
S (9.72773, 13.05927, 12.21853)  -0.0050
C (12.34857, 14.41480, 11.60121)  -0.0017
C (13.09159, 14.94990, 12.63024)  -0.0004
C (13.70354, 16.20489, 12.56679)  -0.0001
C (13.48242, 16.95401, 11.40708)  -0.0002
C (12.63468, 16.44484, 10.39212)  -0.0002
C (12.05896, 15.16946, 10.46538)  -0.0003
C (11.78759, 12.13972, 10.08607)  -0.0012
C (13.04167, 12.34007, 9.43562)  -0.0005
C (13.27903, 11.68244, 8.27582)  -0.0001
C (12.27886, 10.93936, 7.65290)  -0.0003
C (11.07600, 10.74456, 8.27807)  -0.0002
C (10.80022, 11.39825, 9.52198)  -0.0003
C (14.47199, 9.68802, 12.16130)  -0.0025
C (15.45368, 10.25519, 11.35070)  -0.0006
C (16.00892, 9.44328, 10.32871)  0.0000
C (15.46465, 8.17360, 10.09677)  -0.0004
C (14.46954, 7.69371, 10.88686)  -0.0002
C (13.86643, 8.48011, 11.85932)  -0.0005
C (15.05327, 11.43474, 14.39392)  -0.0009
C (16.13282, 10.59934, 14.80528)  0.0000
C (17.16127, 11.11857, 15.51493)  -0.0001
C (17.11287, 12.44728, 16.02267)  0.0000
C (15.92982, 13.18220, 15.84976)  -0.0001
C (14.92549, 12.64586, 15.03955)  0.0000
H (13.21330, 14.24731, 13.48365)  0.0000
H (14.42321, 16.56740, 13.35077)  0.0000
H (13.93027, 17.92978, 11.29780)  0.0000
H (12.32736, 17.01782, 9.55678)  0.0000
H (11.43160, 14.74314, 9.68768)  0.0000
H (13.83144, 12.87377, 9.96883)  -0.0001
H (14.24934, 11.79430, 7.79360)  0.0000
H (12.41240, 10.58533, 6.66760)  0.0000
H (10.26908, 10.17948, 7.75551)  0.0000
H (9.78829, 11.31093, 9.92609)  0.0000
H (15.86836, 11.23346, 11.52451)  0.0000
H (16.86743, 9.82672, 9.81520)  0.0000
H (15.79493, 7.49926, 9.30371)  0.0000
H (14.12161, 6.68441, 10.70671)  0.0000
H (12.90185, 8.26083, 12.36794)  -0.0001
H (16.26217, 9.58538, 14.37962)  0.0000
H (18.05084, 10.47988, 15.76235)  0.0000
H (17.88926, 12.78380, 16.69052)  0.0000
H (15.83912, 14.16870, 16.30166)  0.0000
H (13.95761, 13.16543, 14.90324)  0.0000
I (12.44950, 8.93274, 20.45849)  0.0001
C (12.04295, 10.66965, 19.22839)  0.0000
C (11.76945, 11.86741, 19.85981)  0.0002
C (11.60729, 13.01761, 19.07316)  0.0000
C (11.67494, 12.88328, 17.69867)  0.0007
N (11.87464, 11.69442, 17.08696)  -0.0002
C (12.21190, 10.62034, 17.85566)  0.0003
H (11.61683, 11.81414, 20.97096)  0.0000
H (11.35926, 13.97072, 19.57248)  0.0000
H (11.63492, 13.75705, 17.02652)  0.0002
H (12.58766, 9.74587, 17.38962)  0.0000

Properties
Expectation value of S² ... 12.1338
Net charge ... +1
HOMO (alpha / beta) ... -9.0 / -9.1 eV
Frontier orbital gap (alpha / beta) ... 6.3 / 6.6 eV
Calculated total energy ... -4729.14280 hartree
ΔE to the lowest compared entry with this formula, charge and spin ... 2.387 eV
Multiplicity ... 7